Record 1
Molecular formula: C2H2F2S2
Method: DFT, ωB97M-V/def2-TZVPD

Summary:
SMILES string: FC=S.FC=S
relative energy (zero: lowest compared OMol25 entry of this formula, charge and spin): 35.0 kcal/mol
LUMO level: -0.5 eV
spin multiplicity: 1
gap between HOMO and LUMO: 8.87 eV

XYZ file:
```
8
C2H2F2S2 | the Open Molecules 2025 dataset | ωB97M-V/def2-TZVPD
F -1.3995 -0.3830 -0.0320
C -1.7261 0.8147 0.3760
S -0.6296 1.8804 0.8566
H -2.7978 1.0721 0.5590
F 1.8397 -1.8541 -1.3522
C 1.5669 -0.8373 -0.4059
S 2.6195 0.0944 0.3660
H 0.5269 -0.7874 -0.3675
```

Record 2
Molecular formula: C3H5BeO3
Method: DFT, ωB97M-V/def2-TZVPD

Summary:
charge: +2
relative energy (zero: lowest compared OMol25 entry of this formula, charge and spin): 43.9 kcal/mol
LUMO level (spin up / spin down): -11.3 / -13.8 eV
spin multiplicity: 2
gap between HOMO and LUMO (spin up / spin down): 10.32 / 7.69 eV

XYZ file:
```
12
C3H5BeO3 | the Open Molecules 2025 dataset | ωB97M-V/def2-TZVPD
H -1.2471 -0.0994 1.4040
C -1.5116 -0.2758 0.3497
C -0.3227 -0.8815 -0.4409
O 0.9899 -0.5188 -0.0486
C 1.4135 0.6909 0.0796
O 2.6853 0.6840 0.2567
H -2.3383 -0.9937 0.2675
H -1.0957 -1.0276 -1.3290
H 3.0745 1.5688 0.2049
Be 0.0140 1.8708 -0.0639
O -1.3570 0.9506 -0.4150
H -0.3048 -1.9682 -0.2651
```

Record 3
Molecular formula: C24H45FN2O6
Method: DFT, ωB97M-V/def2-TZVPD

Summary:
SMILES string: CC(=O)OCCCCCCCC[C@@H]1C[C@@](CCCCN)([C@@H](C)F)NC1=O.CCOC(=O)OC
LUMO level: 0.3 eV
spin multiplicity: 1
gap between HOMO and LUMO: 9.87 eV

XYZ file:
```
78
C24H45FN2O6 | the Open Molecules 2025 dataset | ωB97M-V/def2-TZVPD
C 7.8735 2.4792 3.5055
C 8.4659 2.9661 2.0541
O 9.6902 3.5628 2.0512
O 7.7931 2.8546 0.7500
C 7.8334 1.4376 0.2627
C 6.6087 0.5968 0.9634
C 5.6287 -0.1884 -0.0949
C 4.1979 -0.4660 0.6942
C 3.0393 -1.1263 -0.2678
C 2.0582 -2.0514 0.6812
C 0.7991 -1.2328 1.3384
C -0.6337 -1.9238 0.9426
C -1.8804 -1.5680 1.9449
C -3.2242 -1.4131 0.9613
C -4.1494 -0.2001 1.6469
C -4.0662 1.1270 0.6880
C -3.9827 2.5578 1.4835
C -5.4319 3.2624 1.7988
C -6.2232 3.8373 0.4820
N -5.3210 4.2864 -0.6550
C -5.6531 -0.8343 1.9278
C -6.4730 -1.1176 0.4980
F -5.6184 -2.1355 2.6561
N -3.4793 -0.0683 3.0239
C -1.9799 -0.0975 2.6612
O -1.0782 0.8537 2.9149
H 7.9876 1.3015 3.5647
H 8.3986 3.0135 4.4350
H 6.7056 2.6816 3.4978
H 7.8128 1.4260 -0.9212
H 8.8392 0.9257 0.5798
H 5.9460 1.3939 1.5464
H 7.0144 -0.1479 1.7743
H 5.4550 0.3916 -1.1087
H 6.1757 -1.1933 -0.3870
H 4.4184 -1.1036 1.6588
H 3.7974 0.5861 1.0781
H 2.4423 -0.2788 -0.8577
H 3.5853 -1.8579 -1.0317
H 2.6527 -2.6102 1.5455
H 1.5839 -2.9014 -0.0074
H 0.9383 -1.0498 2.4894
H 0.8096 -0.1489 0.8387
H -0.8714 -1.7391 -0.2110
H -0.4684 -3.1032 1.0256
H -2.0717 -2.4614 2.7019
H -2.9712 -1.1556 -0.1746
H -3.7391 -2.4705 0.8289
H -4.9576 1.1762 -0.0882
H -3.0813 1.0359 0.0419
H -3.3946 2.5187 2.5070
H -3.3445 3.2873 0.7867
H -5.2177 4.1911 2.5057
H -6.1752 2.5670 2.3934
H -7.0540 3.0826 0.0981
H -6.8238 4.8023 0.8417
H -4.9946 3.3960 -1.1242
H -5.9010 4.7990 -1.3560
H -6.3591 -0.1139 2.5420
H -5.8129 -0.8532 -0.4376
H -7.4890 -0.5292 0.5227
H -6.7637 -2.2663 0.4178
H -3.5311 -0.9443 3.5975
C -0.1957 0.0450 -5.7106
C 0.5769 -0.3016 -4.4494
O 0.0118 -1.4473 -3.7999
C 0.3069 -2.6454 -4.3614
O 1.0046 -2.8249 -5.3488
O -0.3303 -3.6124 -3.6548
C -0.1836 -4.9190 -4.2049
H -1.2613 0.1617 -5.4894
H 0.1801 0.9717 -6.1523
H -0.1128 -0.7496 -6.4588
H 0.5042 0.5315 -3.7415
H 1.6419 -0.4574 -4.6553
H 0.8707 -5.1725 -4.3556
H -0.7364 -4.9900 -5.1467
H -0.6115 -5.6356 -3.4974
```

Record 4
Molecular formula: C28H34FeN6O3S
Method: DFT, ωB97M-V/def2-TZVPD

Summary:
charge: +1
relative energy (zero: lowest compared OMol25 entry of this formula, charge and spin): 23.9 kcal/mol
LUMO level (spin up / spin down): -3.7 / -3.3 eV
spin multiplicity: 2
gap between HOMO and LUMO (spin up / spin down): 7.49 / 7.87 eV

XYZ file:
```
73
C28H34FeN6O3S | the Open Molecules 2025 dataset | ωB97M-V/def2-TZVPD
Fe -0.1733 -1.5766 -1.3554
O -3.7654 -2.9802 -2.1508
C -2.6487 -2.8779 -1.7126
O -1.7056 -2.1412 -2.2394
C -2.1534 -3.5686 -0.4689
C -2.8423 -4.5741 0.1801
C -2.2516 -5.1450 1.2970
C -1.0103 -4.6896 1.7134
C -0.3936 -3.6695 1.0077
N -0.9647 -3.1164 -0.0587
H -3.8022 -4.8896 -0.2036
H -2.7479 -5.9436 1.8317
H -0.5152 -5.1240 2.5699
H 0.5814 -3.2900 1.2829
C -4.5738 1.9249 3.2466
C -3.1156 2.2715 2.9480
C -3.0455 3.7058 2.4033
C -2.3053 2.1739 4.2494
C -2.5079 1.3271 1.9229
C -3.2029 0.2799 1.3312
C -2.5742 -0.5409 0.4142
N -1.3029 -0.3922 0.0409
C -0.6205 0.6262 0.5998
C -1.1820 1.4836 1.5258
C 0.7757 0.7408 0.1313
C 1.6827 1.6679 0.6045
C 2.9692 1.7369 0.0737
C 3.2679 0.8367 -0.9421
C 2.3168 -0.0694 -1.3669
N 1.0878 -0.1259 -0.8435
C 3.9516 2.7747 0.5948
C 3.3773 4.1718 0.3132
C 4.1282 2.5856 2.1082
C 5.3170 2.6549 -0.0812
H -4.9623 2.6211 3.9896
H -4.6772 0.9182 3.6550
H -5.2026 2.0093 2.3586
H -3.4959 4.3910 3.1219
H -3.5897 3.7964 1.4620
H -2.0176 4.0297 2.2361
H -2.7346 2.8413 4.9971
H -1.2638 2.4636 4.1052
H -2.3246 1.1592 4.6500
H -4.2397 0.0894 1.5629
H -3.1415 -1.3385 -0.0419
H -0.5841 2.2817 1.9398
H 1.3856 2.3462 1.3900
H 4.2429 0.8137 -1.4040
H 2.5320 -0.7784 -2.1473
H 2.4274 4.3321 0.8245
H 3.2190 4.3239 -0.7557
H 4.0768 4.9313 0.6633
H 3.1941 2.7301 2.6521
H 4.8455 3.3149 2.4852
H 4.5066 1.5886 2.3389
H 5.2544 2.8197 -1.1581
H 5.7757 1.6812 0.0986
H 5.9858 3.4129 0.3260
N 1.3390 -2.6725 -1.1663
C 2.1292 -3.4491 -1.5679
N 3.0785 -4.1537 -1.9597
C 3.0960 -5.4139 -2.3419
N 3.1834 -6.5052 -2.7077
C 1.0335 -1.3288 -5.5637
S -0.1836 -1.7971 -4.3515
C -1.5739 -0.8558 -4.9497
O 0.3447 -1.0221 -3.1199
H 0.7404 -1.7690 -6.5162
H 1.9880 -1.7461 -5.2503
H 1.0871 -0.2440 -5.6307
H -1.8709 -1.2867 -5.9055
H -1.2788 0.1860 -5.0633
H -2.3753 -0.9679 -4.2231
```

Record 5
Molecular formula: C17H15NO5S
Method: DFT, ωB97M-V/def2-TZVPD

Summary:
SMILES string: CCOC(=O)c1oc2cc(O)c(CC)cc2c(=O)c1-c1cscn1
relative energy (zero: lowest compared OMol25 entry of this formula, charge and spin): 240.8 kcal/mol
LUMO level: -0.5 eV
spin multiplicity: 1
gap between HOMO and LUMO: 7.25 eV

XYZ file:
```
39
C17H15NO5S | the Open Molecules 2025 dataset | ωB97M-V/def2-TZVPD
C 1.5709 -2.2515 -4.8058
C 0.0713 -2.0035 -4.2069
O -0.0014 -1.3796 -3.1465
C -0.7957 -1.6299 -2.2867
O -1.7153 -2.1933 -2.5924
C -0.7042 -0.9364 -0.8586
O -0.7838 0.3688 -0.7743
C -0.5983 1.1449 0.1683
C -1.0796 2.4865 0.0144
C -0.7158 3.2370 1.1553
O -1.1247 4.7014 1.1004
C -0.4518 2.7886 2.4876
C -0.4016 3.8136 3.6357
C 1.1034 4.3735 3.5135
C -0.0757 1.4364 2.4872
C -0.4073 0.6714 1.5302
C -0.0341 -0.6837 1.3876
O 0.3385 -1.3081 2.5051
C -0.2885 -1.6049 0.2602
C 0.0659 -2.9031 0.1664
C 0.2876 -3.9569 1.3878
S 0.4760 -5.5532 0.7202
C 0.3287 -4.7059 -1.0881
N 0.2711 -3.5562 -0.9536
H 1.7851 -1.3373 -4.9297
H 2.3621 -2.8616 -4.1347
H 1.4733 -2.8558 -5.7490
H -0.5666 -1.4541 -4.7893
H -0.4310 -3.0504 -4.1046
H -1.2844 2.9309 -1.0058
H -1.4465 4.9551 0.0313
H -1.1813 4.6179 3.3641
H -0.5407 3.1351 4.6568
H 1.8351 3.7143 3.6090
H 1.0515 5.0161 4.5639
H 1.0066 4.9753 2.6662
H -0.1898 0.9413 3.5984
H 0.3085 -3.6248 2.2141
H 0.4825 -5.4576 -1.7978
```

Record 6
Molecular formula: C24H53GeN3O11PTeTi
Method: DFT, ωB97M-V/def2-TZVPD

Summary:
relative energy (zero: lowest compared OMol25 entry of this formula, charge and spin): 51.3 kcal/mol
LUMO level (spin up / spin down): 0.2 / -0.5 eV
spin multiplicity: 4
gap between HOMO and LUMO (spin up / spin down): 5.89 / 6.74 eV

XYZ file:
```
95
C24H53GeN3O11PTeTi | the Open Molecules 2025 dataset | ωB97M-V/def2-TZVPD
Ti -0.1293 -0.1657 -0.4540
C -2.3024 3.6936 4.0579
N -2.9979 3.5116 2.7980
C -4.3288 4.0798 2.7075
C -2.3642 2.9066 1.7724
O -1.2296 2.4636 1.8681
C -3.1375 2.8327 0.4588
O -2.3188 2.5570 -0.6636
C -1.3044 3.4967 -0.8251
C 0.0499 2.8124 -0.8809
O 0.2299 1.5900 -0.7033
N 1.1329 3.5834 -1.1849
C 2.2997 2.8722 -1.6953
C 0.9431 4.8938 -1.7770
H -2.1842 4.7590 4.2759
H -2.8551 3.2162 4.8687
H -1.3254 3.2299 3.9811
H -4.7596 4.1147 3.7062
H -4.2981 5.1011 2.3131
H -4.9789 3.4701 2.0833
H -3.8653 2.0173 0.5060
H -3.6695 3.7789 0.3051
H -1.4624 4.0327 -1.7673
H -1.3498 4.2200 -0.0020
H 2.3584 1.8992 -1.2178
H 2.2398 2.7289 -2.7800
H 3.1978 3.4438 -1.4614
H 0.7208 4.8419 -2.8499
H 0.1433 5.4362 -1.2785
H 1.8667 5.4584 -1.6530
C -0.7459 1.4803 -3.7784
C -0.6899 -0.0484 -3.7936
C 0.1823 -0.5360 -4.9510
C -2.1163 -0.5729 -3.9607
O -0.1405 -0.4915 -2.5501
Ge 1.2617 -1.8103 -2.2999
O 0.1530 -2.4898 -0.8964
C -0.3709 -3.8075 -1.0043
C 0.7463 -4.8115 -0.7022
C -0.9371 -4.0692 -2.4063
C -1.5095 -4.0016 -0.0075
O 1.9725 -0.5230 -1.0449
C 3.2646 -0.6603 -0.4703
C 3.4642 -2.0837 0.0632
C 3.4101 0.3406 0.6979
C 4.3121 -0.3697 -1.5521
H -1.1590 1.8639 -4.7114
H -1.3960 1.7751 -2.9562
H 0.2550 1.8919 -3.6280
H -0.1794 -0.1374 -5.8984
H 1.2165 -0.2158 -4.8018
H 0.1682 -1.6263 -5.0000
H -2.5705 -0.1446 -4.8562
H -2.1226 -1.6598 -4.0475
H -2.7028 -0.2919 -3.0890
H 1.5277 -4.7374 -1.4633
H 1.1863 -4.5788 0.2682
H 0.3598 -5.8314 -0.6848
H -0.1701 -3.9048 -3.1678
H -1.2918 -5.0971 -2.4832
H -1.7699 -3.3881 -2.5872
H -1.1342 -3.9184 1.0092
H -2.2817 -3.2503 -0.1692
H -1.9521 -4.9902 -0.1408
H 2.6445 -2.3269 0.7422
H 3.4683 -2.8026 -0.7605
H 4.4109 -2.1613 0.5994
H 3.4251 -0.1835 1.6529
H 4.3319 0.9169 0.6092
H 2.5589 1.0196 0.7142
H 4.1274 -1.0091 -2.4177
H 4.2438 0.6711 -1.8738
H 5.3167 -0.5656 -1.1768
O -3.9286 -0.9946 -0.1235
N -2.9016 -0.7304 -0.8366
O -1.7694 -0.5670 -0.0995
C 1.6478 1.3242 3.9622
C 1.3867 -0.1665 4.0842
O 0.0134 -0.4678 3.7987
P -0.3216 -1.1334 2.3575
O 0.5537 -0.4793 1.3114
Te -2.7003 -1.3279 2.4182
O 0.3770 -2.5936 2.5045
C -0.1049 -3.4959 3.5071
C 0.6207 -4.8187 3.3759
H 2.7155 1.5251 4.0553
H 1.1176 1.8697 4.7433
H 1.3005 1.6651 2.9862
H 1.5823 -0.5138 5.1012
H 2.0370 -0.7187 3.4009
H -1.1846 -3.6276 3.3827
H 0.0628 -3.0529 4.4939
H 0.3288 -5.3335 2.4616
H 0.3804 -5.4500 4.2305
H 1.6978 -4.6509 3.3514
```